Density functional theory data (the ωB97M-V functional and the def2-TZVPD basis) for a structure of composition C11H40MnN18O11.

CARTESIAN COORDINATES (ANGSTROEM)
Mn (0.2850, -0.3745, -2.4703)
O (1.5973, -1.0305, -0.8596)
C (1.1048, -0.3325, 0.2593)
C (0.1047, 0.9063, -0.0125)
O (-0.6946, 1.0106, -1.1684)
H (1.9984, 0.0316, 0.7663)
H (0.7738, -1.0247, 1.0335)
H (0.6588, 1.8328, -0.1633)
H (-0.4171, 1.1979, 0.8990)
C (-2.1566, 0.5377, -4.1868)
O (-1.1782, -0.0191, -3.9289)
N (-2.7875, 0.7337, -5.3114)
N (-2.7311, 1.2870, -3.2771)
H (-3.7365, 1.0763, -5.2646)
H (-2.3739, 0.3515, -6.1499)
H (-3.4126, 1.9501, -3.6176)
H (-2.2297, 1.2247, -2.4026)
C (3.7120, 0.3447, 3.7628)
O (4.6673, 0.6331, 4.4365)
N (2.5067, 0.8597, 3.9398)
N (3.7880, -0.5353, 2.8525)
H (2.4226, 1.8350, 4.1886)
H (1.7555, 0.6424, 3.3005)
H (4.7537, -0.8063, 2.7337)
H (3.0590, -0.8238, 2.2157)
C (-1.3141, 0.3060, 4.4326)
O (-1.9972, -0.6867, 4.1833)
N (-1.0830, 1.1516, 3.5548)
N (-0.8984, 0.6775, 5.5624)
H (-0.3740, 1.8497, 3.7282)
H (-1.2247, 0.9285, 2.5800)
H (-0.8441, -0.0109, 6.2994)
H (-0.7105, 1.6580, 5.7154)
C (-1.9170, 4.7545, -0.9654)
O (-1.3324, 5.0216, -2.0303)
N (-2.2872, 5.6746, -0.1679)
N (-2.0625, 3.5872, -0.4502)
H (-2.0827, 6.6245, -0.4433)
H (-2.5053, 5.3784, 0.7728)
H (-1.6618, 2.7990, -0.9384)
H (-2.4343, 3.4606, 0.4803)
C (-4.9057, 1.0177, 0.5524)
O (-5.1811, 0.7645, 1.7454)
N (-5.5169, 1.8380, -0.1309)
N (-3.8543, 0.5701, 0.0169)
H (-6.4500, 2.0976, 0.1554)
H (-5.2743, 2.0568, -1.0866)
H (-3.6070, 1.1061, -0.8027)
H (-3.1833, -0.0257, 0.4805)
C (-1.6387, -4.1128, 2.7554)
O (-1.7045, -4.9447, 1.8084)
N (-1.1770, -2.9362, 2.6370)
N (-1.8542, -4.4303, 4.0182)
H (-1.3785, -2.2518, 3.3518)
H (-0.8489, -2.5177, 1.7783)
H (-2.0493, -5.4207, 4.0537)
H (-1.9767, -3.7706, 4.7730)
C (1.9770, -2.5088, -3.8870)
O (1.1484, -1.6624, -4.0631)
N (2.3898, -2.8723, -2.7145)
N (2.5770, -3.1476, -4.7981)
H (3.0951, -3.5729, -2.5365)
H (1.9627, -2.2504, -2.0429)
H (2.9540, -4.0750, -4.6645)
H (2.4592, -2.8474, -5.7552)
C (2.4428, 1.9865, -2.9703)
O (1.5430, 1.2761, -3.2833)
N (2.6726, 3.0746, -3.5006)
N (3.3628, 1.6959, -2.0515)
H (2.0673, 3.4240, -4.2298)
H (3.2382, 3.8022, -3.0874)
H (4.0264, 2.4205, -1.8177)
H (3.1375, 0.8012, -1.6406)
C (3.0955, -4.0722, 0.6186)
O (3.6786, -5.0893, 1.0138)
N (3.6244, -2.8847, 0.3936)
N (1.8671, -4.0323, 0.3652)
H (4.6266, -2.7600, 0.3883)
H (3.0390, -2.1964, -0.0578)
H (1.4602, -4.9518, 0.4601)
H (1.4144, -3.2802, -0.1344)

Atoms 1-3, force components in eV/Å:
Mn 1.748 -0.623 -1.956
O -2.060 1.390 -0.271
C 0.852 0.105 -0.934

For the energy above the lowest of the compared OMol25 structures with the same formula, charge and spin, the calculation gives 12.43 kcal/mol. Its multiplicity is 7. Its net charge is +1. Its gap between HOMO and LUMO (alpha / beta) is 8.12 / 3.44 eV. The calculation puts the molecular weight at 655.494 Da. The expectation value of S² is 12.0078.

Density functional theory data (the ωB97M-V functional and the def2-TZVPD basis) for a structure of composition C15H16B3IO13.

CARTESIAN COORDINATES (ANGSTROEM)
C (-4.6589, 1.8427, -0.6972)
C (-3.2891, 1.2572, -1.0098)
O (-3.2922, 0.9522, -2.4026)
C (-2.1374, 2.1985, -0.6522)
O (-1.0883, 1.5218, 0.0519)
B (-1.3372, 1.1406, 1.3206)
O (-2.0085, 1.9483, 2.2296)
B (-1.6377, 1.7927, 3.5534)
O (-1.3154, 0.5317, 3.9858)
B (-1.4275, -0.3931, 2.9839)
I (-2.5210, -2.1989, 3.2164)
O (-0.8798, -0.0903, 1.7677)
H (-5.3606, 1.0540, -0.4504)
H (-5.0158, 2.3845, -1.5662)
H (-4.6061, 2.5097, 0.1573)
H (-3.1742, 0.3181, -0.4613)
H (-2.3973, 0.7256, -2.6591)
H (-1.6987, 2.5727, -1.5716)
H (-2.4831, 3.0565, -0.0830)
H (-1.5580, 2.7293, 4.2720)
C (2.4462, -5.2009, 0.1279)
C (2.0634, -4.3613, -0.8443)
C (1.2004, -3.1552, -0.5678)
O (0.8965, -2.4490, -1.5127)
C (0.7744, -2.9030, 0.7893)
C (1.1572, -3.7418, 1.7618)
C (2.0219, -4.9470, 1.4923)
O (2.3209, -5.6404, 2.4462)
O (0.8072, -3.5816, 3.0266)
O (2.3922, -4.5150, -2.1171)
H (3.0602, -6.0698, -0.0604)
H (0.1524, -2.0372, 0.9715)
H (1.1866, -4.3299, 3.5264)
H (1.9801, -3.7722, -2.5976)
C (2.8565, 1.9503, -0.0867)
C (2.6172, 3.2129, -0.4666)
C (1.8512, 3.5450, -1.7250)
O (1.6787, 4.7262, -1.9665)
C (1.3691, 2.4591, -2.5512)
C (1.6026, 1.1929, -2.1718)
C (2.3698, 0.8629, -0.9124)
O (2.5302, -0.3174, -0.6709)
O (1.1778, 0.1379, -2.8401)
O (3.0220, 4.2744, 0.2102)
H (3.4080, 1.7038, 0.8095)
H (0.8207, 2.7076, -3.4485)
H (1.4159, -0.6558, -2.3139)
H (2.7075, 5.0511, -0.2935)

Atoms 1-3, force components in eV/Å:
C 0.193 -0.129 0.120
C -0.307 0.015 -0.247
O -0.117 0.098 0.084

Its multiplicity is 1. Its gap between HOMO and LUMO is 8.14 eV. The calculation puts the molecular weight at 563.620 Da.

Density functional theory data (the ωB97M-V functional and the def2-TZVPD basis) for a structure of composition C35H34ClNOSi2Yb.

CARTESIAN COORDINATES (ANGSTROEM)
C (-1.6608, -0.6364, 4.9826)
C (-2.2734, -0.1703, 3.7886)
C (-2.3080, -1.2528, 2.8691)
H (-2.6994, 0.8170, 3.6292)
C (-1.7044, -2.3782, 3.4912)
C (-1.3061, -1.9978, 4.7980)
H (-0.8979, -2.6624, 5.5601)
H (-1.5707, -0.0763, 5.9120)
H (-2.7934, -1.2567, 1.8957)
H (-1.6576, -3.3824, 3.0678)
Yb (0.1866, -0.6367, 3.1617)
Si (-0.1715, 0.0193, -3.3019)
C (0.2032, 1.5375, -4.3276)
C (1.5125, 1.8562, -4.7245)
H (2.3464, 1.2208, -4.4155)
C (1.7520, 2.9925, -5.5051)
H (2.7747, 3.2469, -5.7867)
C (0.6862, 3.7946, -5.9277)
H (0.8725, 4.6695, -6.5554)
C (-0.6222, 3.4680, -5.5484)
H (-1.4622, 4.0795, -5.8795)
C (-0.8588, 2.3543, -4.7389)
H (-1.8761, 2.1129, -4.4234)
C (0.4781, -1.4428, -4.2617)
C (0.0734, -1.5994, -5.5997)
H (-0.6245, -0.8841, -6.0418)
C (0.5388, -2.6778, -6.3585)
H (0.2046, -2.8006, -7.3918)
C (1.4329, -3.5988, -5.8002)
H (1.8132, -4.4240, -6.4051)
C (1.8556, -3.4358, -4.4778)
H (2.5594, -4.1474, -4.0394)
C (1.3801, -2.3698, -3.7071)
H (1.6999, -2.2527, -2.6686)
H (-1.6398, -0.1166, -3.3313)
Si (0.6354, 0.2835, -0.9352)
C (-0.3029, -1.3187, -0.5235)
C (-1.6574, -1.4686, -0.8687)
H (-2.2291, -0.6383, -1.2895)
C (-2.3131, -2.6949, -0.7160)
H (-3.3550, -2.7894, -1.0326)
C (-1.6406, -3.7816, -0.1576)
H (-2.1455, -4.7475, -0.0523)
C (-0.3262, -3.6132, 0.2920)
H (0.1896, -4.4456, 0.7786)
C (0.3314, -2.3881, 0.1282)
H (1.3513, -2.2708, 0.5065)
C (-0.5429, 1.7276, -0.6510)
C (-1.7106, 1.5891, 0.1143)
H (-1.8840, 0.6899, 0.7162)
C (-2.7007, 2.5752, 0.0798)
H (-3.6489, 2.4082, 0.5952)
C (-2.4738, 3.7662, -0.6186)
H (-3.2524, 4.5342, -0.6672)
C (-1.2348, 3.9773, -1.2393)
H (-1.0242, 4.9254, -1.7373)
C (-0.2679, 2.9721, -1.2370)
H (0.6911, 3.1356, -1.7307)
H (2.0850, 0.3926, -1.1757)
Cl (1.5410, 0.5329, 1.2881)
O (2.1318, -1.5690, 4.0387)
C (2.7208, -1.1426, 5.3107)
C (2.1213, 0.1647, 5.7435)
C (2.6185, 0.7898, 6.8928)
C (2.0658, 2.0077, 7.2882)
C (1.0435, 2.5586, 6.5110)
C (0.6050, 1.8766, 5.3713)
N (1.1453, 0.6967, 4.9811)
H (2.6193, -2.3410, 3.6991)
H (2.5282, -1.9184, 6.0677)
H (3.8116, -1.0117, 5.1810)
H (3.4320, 0.2798, 7.4145)
H (2.4340, 2.5117, 8.1819)
H (0.5732, 3.5026, 6.7642)
H (-0.2087, 2.2723, 4.7492)

Atoms 1-3, force components in eV/Å:
C -0.012 -0.070 0.071
C 0.138 -0.159 -0.070
C 0.028 0.016 0.023

Its multiplicity is 2. Its net charge is +1. Its gap between HOMO and LUMO (alpha / beta) is 5.69 / 4.91 eV. The calculation puts the molecular weight at 749.328 Da. The expectation value of S² is 0.7508.